The following is a DFT calculation (ωB97M-V with the def2-TZVPD basis set) of C7H9N in the gas phase in a non-equilibrium geometry.

## Properties
gap between HOMO and LUMO: 9.386 eV
SMILES: C1=C[C@H]2[C@@H]3CN[C@H]2[C@H]13
LUMO level: 1.07 eV

```
! wB97M-V def2-TZVPD RIJCOSX def2/J DEFGRID3
* xyz 0 1
C -1.7599 -0.3998 0.4746
C -0.1261 0.7853 -0.6394
C 0.3043 0.7621 0.7358
C 1.8212 0.4964 0.4720
C 1.8901 -0.4927 -0.4225
C 0.3115 -0.7847 -0.6754
C -0.3525 -0.6359 0.9655
H -2.3945 -0.1160 1.1983
H -2.1719 -1.2520 -0.2336
H -1.8384 0.3731 -1.6243
H 0.3641 1.6931 -1.1391
H 0.0326 1.7625 1.1773
H 2.8329 0.9248 0.7541
H 2.8318 -1.0899 -0.7759
H -0.0381 -1.4637 -1.4304
H -0.1135 -1.2268 1.7095
N -1.5935 0.6640 -0.5464
*
```


The following is a DFT calculation (ωB97M-V with the def2-TZVPD basis set) of a gas-phase ion, C3H9N2O (charge -2).

## Properties
gap between HOMO and LUMO (alpha / beta): 2.827 / 6.913 eV
LUMO level (alpha / beta): 7.43 / 7.36 eV

```
! wB97M-V def2-TZVPD RIJCOSX def2/J DEFGRID3
* xyz -2 2
C 0.4316 -0.5678 -0.7543
N -0.7884 0.0292 -0.2076
C -0.7054 1.5046 0.0706
O -1.2867 2.2603 -0.8791
C 1.4298 -1.0316 0.2996
N 0.8252 -1.8614 1.3693
H 0.9290 0.0308 -1.5374
H 0.1317 -1.4824 -1.3035
H -1.4919 0.0444 -0.9420
H 0.3764 1.7084 0.2290
H -1.1745 1.6484 1.0830
H 1.9469 -0.1875 0.7756
H 2.2515 -1.5889 -0.1854
H 0.1071 -2.4087 0.9045
H 0.3152 -1.2036 1.9497
*
```


The following is a DFT calculation (ωB97M-V with the def2-TZVPD basis set) of a molecular structure, C13H21F5HgNO7PS2 in a non-equilibrium geometry.

## Properties
gap between HOMO and LUMO: 1.728 eV
LUMO level: -12.75 eV

```
! wB97M-V def2-TZVPD RIJCOSX def2/J DEFGRID3
* xyz 2 1
C -2.4853 0.0407 3.4172
C -2.9155 1.2071 2.5305
O -3.8473 0.8804 1.5220
C -3.4627 -0.0546 0.5798
C -2.1648 0.2740 -0.1503
C -2.2848 1.5157 -1.0483
O -2.9868 2.4776 -0.8933
N -1.3761 1.3102 -2.0963
C -0.5596 0.1437 -1.9000
C 0.7901 0.4621 -1.2533
O 1.2341 1.7145 -1.7297
C 2.1754 2.3683 -0.9327
O 3.4989 1.9848 -1.2630
C 4.0402 0.8737 -0.5038
C 5.4155 1.2105 0.0682
O 6.3153 0.1399 -0.0544
C -1.5483 -0.7737 -1.0978
P -2.7765 -1.2801 -2.4214
S -4.2786 -2.3689 -1.7805
S -0.8964 -2.2904 -0.4062
O -1.9805 -2.9802 0.2187
O -0.2485 -2.9686 -1.4845
C 0.3484 -1.9403 0.9268
F 1.5391 -1.7515 0.3205
F 0.0259 -0.8457 1.6343
C 0.5096 -3.1534 1.9127
F 1.4244 -2.7187 2.8107
F -0.6378 -3.4180 2.5411
F 0.9918 -4.2150 1.2561
H -3.1075 -0.0349 4.2932
H -2.4499 -0.9127 2.9062
H -1.4834 0.2451 3.7769
H -2.0506 1.7326 2.1265
H -3.4204 1.9315 3.1497
H -4.2591 -0.0705 -0.1528
H -3.4343 -1.0644 0.9962
H -1.3486 0.5689 0.5039
H -0.9774 2.1177 -2.5502
H -0.3726 -0.3450 -2.8531
H 0.7412 0.4205 -0.1715
H 1.4973 -0.3066 -1.5502
H 2.0836 3.4190 -1.1870
H 1.9758 2.2451 0.1243
H 4.1587 0.0290 -1.1739
H 3.3712 0.5909 0.2990
H 5.8498 2.0660 -0.4322
H 5.3046 1.4561 1.1224
H 5.8633 -0.6989 0.0022
H -1.9988 -1.9169 -3.3993
H -3.2714 -0.1015 -3.0084
Hg 3.4694 2.7849 -3.5451
*
```


The following is a DFT calculation (ωB97M-V with the def2-TZVPD basis set) of a gas-phase ion, C4H5N2 (charge +1) in a non-equilibrium geometry.

## Properties
gap between HOMO and LUMO (alpha / beta): 7.631 / 7.630 eV
LUMO level (alpha / beta): -6.13 / -6.13 eV

```
! wB97M-V def2-TZVPD RIJCOSX def2/J DEFGRID3
* xyz 1 1
C 1.7098 1.2291 0.3001
C -1.4063 -0.7475 -0.4502
C -1.1964 0.5206 -0.6182
C 0.6772 -0.9079 0.6354
N -0.4291 -1.4455 0.2278
N 0.8100 0.3832 0.3244
H 2.8192 1.0742 0.7275
H 1.4762 2.2169 0.1195
H -2.2972 -1.2192 -0.7250
H -1.5177 1.3759 -1.1362
H -0.6458 -2.4799 0.5949
*
```


The following is a DFT calculation (ωB97M-V with the def2-TZVPD basis set) of a molecular structure, C8H9N5 in a non-equilibrium geometry.

## Properties
gap between HOMO and LUMO: 7.686 eV
LUMO level: 0.46 eV

```
! wB97M-V def2-TZVPD RIJCOSX def2/J DEFGRID3
* xyz 0 1
C -2.3207 -0.1274 -0.0518
C -0.5734 1.3170 -0.0119
C 0.4096 0.2637 -0.1126
C 1.7943 0.3220 -0.3921
C 2.5222 -0.7607 0.0441
C 1.9588 -1.9860 0.2955
C 0.5247 -2.2874 0.1031
C -0.2292 -1.1019 -0.0592
H -3.8619 -1.2323 -0.3465
H -4.1719 0.6117 -0.2683
H 0.9096 2.4975 1.0356
H -0.4296 3.4051 0.5583
H 3.7065 0.9028 -0.8768
H 2.4186 2.5376 -0.3802
H 3.6514 -0.7183 0.1361
H 2.3909 -2.9644 0.3261
H -0.0686 -3.2569 0.2554
N -3.5217 -0.3384 -0.0894
N -1.8559 1.1626 -0.0145
N 0.0667 2.4967 0.3688
N 2.7646 1.4248 -0.1806
N -1.6057 -1.2627 0.0114
*
```


The following is a DFT calculation (ωB97M-V with the def2-TZVPD basis set) of 4 unconnected molecules or ions with the total composition CH8N2O3.

## Properties
gap between HOMO and LUMO: 4.388 eV
LUMO level: -5.37 eV

```
! wB97M-V def2-TZVPD RIJCOSX def2/J DEFGRID3
* xyz 0 1
N -1.3487 0.8890 -1.2125
C -1.2519 1.3776 -0.0113
N -0.1660 1.5548 0.7310
O 1.3556 0.2440 -1.3139
H -2.2220 1.6556 0.4340
H -0.4580 0.4543 -1.5282
H 1.1865 0.8541 -0.5819
H -0.4166 1.5353 1.7382
H 0.1993 -1.9117 0.1841
H 1.9837 -1.7577 1.4378
O -0.8006 -1.8969 0.0253
H -1.0479 -1.0033 0.2703
H 1.4093 -0.5995 -0.8043
O 1.5773 -1.3956 0.6314
*
```


The following is a DFT calculation (ωB97M-V with the def2-TZVPD basis set) of 2 unconnected molecules or ions with the total composition C3H4F3O3S in a non-equilibrium geometry.

## Properties
gap between HOMO and LUMO (alpha / beta): 7.263 / 7.264 eV
LUMO level (alpha / beta): 3.56 / 3.56 eV

```
! wB97M-V def2-TZVPD RIJCOSX def2/J DEFGRID3
* xyz -1 1
C -0.9872 0.1500 -0.7000
C 1.1705 -0.0507 0.2499
C -1.2900 1.5943 -0.5977
O 1.7818 -2.5295 0.8938
O -0.3593 -1.8433 2.0045
O 1.8952 -0.4554 -0.6203
F -0.4140 2.3474 -1.2503
F -2.5875 2.0394 -1.1613
F -1.3644 1.9713 0.6666
S 1.0338 -1.3886 1.7132
H -1.7251 -0.4349 -0.1982
H -0.6140 -0.1379 -1.6807
H 1.3961 1.0589 0.6973
H 2.0641 -2.3210 -0.0169
*
```


The following is a DFT calculation (ωB97M-V with the def2-TZVPD basis set) of C23H19N5O3S in the gas phase in a non-equilibrium geometry.

## Properties
gap between HOMO and LUMO: 7.919 eV
SMILES: Cc1ccc(S(=O)(=O)c2c(N)n(/N=C/c3ccco3)c3nc4ccccc4nc23)cc1C
LUMO level: -0.07 eV

```
! wB97M-V def2-TZVPD RIJCOSX def2/J DEFGRID3
* xyz 0 1
C 5.5779 0.8708 1.3424
C 4.5879 -0.0717 0.7308
C 4.5990 -0.3014 -0.6393
C 3.6804 -1.1505 -1.2291
C 2.7549 -1.7813 -0.4262
C 2.7258 -1.5743 0.9375
C 3.6415 -0.7205 1.5344
C 3.6052 -0.4885 3.0134
H 3.4371 0.5658 3.2308
H 4.5517 -0.7742 3.4708
H 2.8098 -1.0689 3.4727
H 1.9815 -2.0904 1.5257
S 1.4487 -2.7375 -1.1736
O 1.1126 -3.8977 -0.3673
O 1.7488 -2.9835 -2.5575
C 0.0624 -1.6491 -1.0079
C -1.2131 -2.0902 -0.7331
N -1.6516 -3.3509 -0.6381
H -2.5770 -3.4940 -0.2681
H -0.9252 -4.0494 -0.5346
N -2.0752 -1.0101 -0.5850
C -1.3406 0.1492 -0.7416
N -1.7475 1.3803 -0.6515
C -0.7694 2.3145 -0.8085
C -1.1123 3.6751 -0.7300
C -0.1458 4.6355 -0.8595
C 1.1947 4.2760 -1.0681
C 1.5589 2.9602 -1.1538
C 0.5897 1.9460 -1.0336
N 0.9848 0.6548 -1.1301
C 0.0340 -0.2351 -0.9976
H 2.5815 2.6569 -1.3157
H 1.9402 5.0519 -1.1624
H -0.4105 5.6809 -0.7999
H -2.1479 3.9305 -0.5659
N -3.3708 -1.2299 -0.2959
C -4.1909 -0.2540 -0.1766
C -5.5628 -0.5105 0.1350
C -6.2592 -1.6800 0.3538
C -7.5894 -1.3032 0.6165
C -7.6143 0.0600 0.5409
O -6.4029 0.5451 0.2528
H -8.4100 0.7673 0.6689
H -8.4151 -1.9498 0.8316
H -5.8532 -2.6691 0.3238
H -3.9029 0.7872 -0.2993
H 3.6614 -1.3304 -2.2913
H 5.3317 0.2015 -1.2538
H 6.2500 1.2685 0.5868
H 6.1710 0.3654 2.1035
H 5.0643 1.7030 1.8227
*
```


no.,total energy (eV)
1,-8889.78252
2,-8279.49045
3,-78340.98825
4,-7196.19768
5,-15888.76552
6,-10282.26797
7,-28305.13455
8,-48586.65398